Molecular formula: C44H124N6O25
Method: DFT, wB97M-V/def2-TZVPD

Values from the calculation:
- total energy (eV) = -107747.0115
- HOMO (eV) = -8.205
- net charge = 0
- LUMO (eV) = 0.2262

Last column: Mulliken charge in e.
Atoms and positions in Å:
C -4.6491 10.2578 2.8501  -0.5611
O -4.9288 10.5921 1.4978  -0.4192
C -6.2598 11.1520 1.2742  -0.4277
C -6.3759 12.6089 1.8460  -0.7308
N -6.9567 12.7439 3.1793  -0.1309
C -8.2431 11.9264 3.5122  -0.5123
C -8.9213 12.4860 4.7693  -0.8299
O -8.1141 12.2552 6.0657  -0.3148
C -8.8009 12.8764 7.1030  -0.7213
H -5.5482 9.7820 3.2416  0.2369
H -4.3550 11.1700 3.3692  0.2296
H -3.8329 9.5353 2.8566  0.2543
H -6.9919 10.4766 1.7167  0.3475
H -6.3299 11.1229 0.1868  0.3142
H -7.1218 13.0469 1.1828  0.3631
H -5.4636 13.2054 1.8455  0.4341
H -6.8625 13.5609 3.7655  0.2121
H -7.8922 10.8997 3.6170  0.2439
H -8.9799 11.9666 2.7100  0.3202
H -9.8878 12.0172 4.9542  0.4203
H -9.0592 13.5649 4.6989  0.4232
H -9.0139 13.9196 6.8695  0.2945
H -8.2417 12.9814 8.0327  0.2685
H -9.7177 12.3170 7.2893  0.2858
C -13.3206 -3.6026 -11.6221  -0.7923
O -12.4491 -4.3569 -10.8908  -0.2944
C -13.0519 -4.9706 -9.7802  -0.6436
C -11.8659 -5.6919 -9.0592  -0.6708
N -11.5526 -5.0045 -7.8154  -0.2316
C -10.3337 -5.5782 -7.1605  -0.7420
C -10.1558 -4.8895 -5.7994  -0.6396
O -9.6254 -3.5376 -5.8911  -0.3402
C -10.5560 -2.6268 -5.5668  -0.6822
H -12.7719 -3.1776 -12.4626  0.2642
H -13.8325 -2.7953 -11.0982  0.3045
H -14.0446 -4.2453 -12.1228  0.3179
H -13.7994 -5.6811 -10.1329  0.4213
H -13.7495 -4.3244 -9.2474  0.4099
H -11.0931 -5.9243 -9.7919  0.2866
H -12.0745 -6.6914 -8.6776  0.4289
H -11.3473 -4.0270 -7.9649  0.1727
H -9.4406 -5.6546 -7.7807  0.4116
H -10.5679 -6.6360 -7.0401  0.4298
H -9.4965 -5.4094 -5.1043  0.4085
H -11.1624 -5.0575 -5.4164  0.3664
H -11.0627 -2.3598 -6.4942  0.2229
H -10.0882 -1.8011 -5.0307  0.2985
H -11.2759 -2.8259 -4.7729  0.2927
C 10.9862 -6.8593 -1.8088  -0.7774
O 9.6842 -7.3047 -1.7454  -0.2422
C 9.0523 -7.5311 -0.6080  -0.5305
C 7.6346 -8.1699 -0.8025  -0.7400
N 6.6955 -7.3998 -1.6662  -0.3277
C 6.5470 -8.0364 -2.9396  -0.5898
C 5.4778 -7.3491 -3.8402  -0.6709
O 6.1242 -6.2773 -4.4312  -0.2652
C 5.2123 -5.5397 -5.2579  -0.8190
H 11.5975 -7.3001 -1.0213  0.3082
H 10.9273 -5.7766 -1.6976  0.2999
H 11.3434 -7.1862 -2.7854  0.2234
H 8.9457 -6.4889 -0.3072  0.3627
H 9.5522 -8.1892 0.1027  0.3578
H 7.1556 -8.1280 0.1757  0.3311
H 7.7828 -9.2362 -0.9736  0.3816
H 7.0334 -6.4724 -1.8802  0.2693
H 6.2780 -9.0852 -2.8144  0.4469
H 7.5171 -7.9333 -3.4259  0.3008
H 4.5815 -7.2448 -3.2288  0.3682
H 5.0819 -8.0668 -4.5587  0.4177
H 4.5706 -6.0854 -5.9497  0.3048
H 5.8307 -4.7608 -5.7039  0.2610
H 4.5488 -4.9585 -4.6176  0.3298
C 8.0518 -6.5767 7.4946  -0.7423
O 8.9690 -7.2635 8.3814  -0.3148
C 10.1554 -6.5060 8.6212  -0.5829
C 10.9562 -7.1668 9.7510  -0.5171
N 12.2305 -6.5816 10.1324  -0.3413
C 12.6117 -7.2098 11.3734  -0.5772
C 14.0161 -6.8300 11.8627  -0.6185
O 13.9573 -5.4074 11.8495  -0.3058
C 15.0906 -4.8582 12.4763  -0.7982
H 8.4182 -6.0884 6.5917  0.2945
H 7.5293 -5.8429 8.1084  0.2899
H 7.3782 -7.2921 7.0229  0.2827
H 10.0337 -5.4542 8.8802  0.3317
H 10.8069 -6.4275 7.7508  0.3675
H 11.1068 -8.1971 9.4287  0.2682
H 10.3274 -7.0992 10.6387  0.3438
H 12.0469 -5.6189 10.3767  0.2369
H 12.5624 -8.2970 11.3117  0.4247
H 12.0370 -6.8677 12.2341  0.3074
H 14.8597 -7.0544 11.2100  0.3787
H 14.3206 -7.1001 12.8739  0.3930
H 15.0341 -4.9939 13.5563  0.2948
H 15.3068 -3.8352 12.1682  0.2680
H 15.9859 -5.3338 12.0758  0.3167
C 1.0651 -1.8112 0.2305  -0.7609
O 0.6304 -0.4049 0.4531  -0.2531
C 0.1735 0.2723 -0.6338  -0.5484
C -0.5314 1.4901 0.0476  -0.7702
N -1.9330 1.2035 0.1912  -0.2227
C -2.5712 2.4934 0.5430  -0.8068
C -4.1139 2.4511 0.4726  -0.4942
O -4.4055 1.7587 1.7036  -0.2719
C -5.7790 1.9478 2.2422  -0.8708
H 2.0107 -1.9958 0.7403  0.2748
H 0.8907 -2.1480 -0.7914  0.3500
H 0.5511 -2.4123 0.9806  0.2205
H -0.5439 -0.2842 -1.2369  0.3740
H 0.9857 0.6081 -1.2785  0.3460
H -0.3158 2.3250 -0.6191  0.3727
H -0.1710 1.8746 1.0017  0.4600
H -2.2623 1.1056 -0.7586  0.1940
H -2.2125 3.2625 -0.1410  0.4828
H -2.2204 2.6683 1.5601  0.3196
H -4.5348 1.9910 -0.4213  0.3272
H -4.3477 3.5095 0.5878  0.3557
H -6.5447 1.7083 1.5043  0.3194
H -5.9502 2.9989 2.4745  0.3155
H -6.2114 1.4005 3.0798  0.3050
C 5.1906 4.8379 2.6074  -0.7619
O 5.4398 3.5166 2.7337  -0.2725
C 6.8174 3.1067 2.6702  -0.4466
C 7.0653 1.7730 2.0062  -0.5791
N 8.4210 1.2631 2.5149  -0.3786
C 8.7917 -0.0469 2.0092  -0.6892
C 10.2376 -0.4182 2.4763  -0.5848
O 10.2182 -0.8917 3.7647  -0.3105
C 11.2191 -1.7691 4.1008  -0.7335
H 5.5312 5.2204 1.6452  0.3239
H 5.8044 5.3923 3.3173  0.3274
H 4.1929 5.1171 2.9461  0.2316
H 7.1838 3.0412 3.6947  0.2779
H 7.4747 3.7810 2.1214  0.2995
H 7.1449 1.9118 0.9280  0.3398
H 6.2815 1.0567 2.2525  0.3320
H 8.1657 1.0164 3.4604  0.2317
H 8.6744 -0.1360 0.9292  0.5436
H 8.2843 -0.8950 2.4690  0.3063
H 10.8567 0.4618 2.3018  0.3000
H 10.6016 -1.1944 1.8032  0.4051
H 12.1599 -1.3527 3.7406  0.3183
H 10.9767 -2.7142 3.6149  0.2930
H 11.2640 -1.8446 5.1873  0.2267
C -2.7747 -5.8768 -3.2641  -0.3333
C -2.6445 -6.9973 -4.3132  -0.3351
O -2.4013 -6.5691 -5.7016  -0.5300
O -2.2183 -6.2547 -1.9911  -0.5307
H -3.8282 -5.8225 -2.9895  0.2198
H -2.5069 -4.8717 -3.5897  0.3435
H -3.3413 -7.8170 -4.1386  0.3061
H -1.7092 -7.5071 -4.0822  0.2594
H -2.1708 -7.3440 -6.2192  0.2982
H -2.4563 -5.5963 -1.3342  0.3018
C -2.8880 3.8384 -6.5619  -0.6867
C -3.1366 5.2882 -6.3470  -0.0088
O -3.9376 5.4842 -5.2671  -0.4950
O -2.1052 3.4253 -5.3981  -0.4757
H -2.3309 3.4814 -7.4281  0.3458
H -3.8155 3.2693 -6.6247  0.2613
H -3.7573 5.7917 -7.0882  0.2578
H -2.1423 5.7319 -6.3980  0.1959
H -3.9510 4.7996 -4.5943  0.3052
H -1.2329 3.6502 -5.7300  0.2998
C -9.9120 6.0016 -4.3932  -0.3659
C -11.3493 5.9114 -4.0425  -0.4322
O -12.1407 6.2515 -5.2255  -0.5078
O -9.3226 7.2793 -4.3615  -0.5229
H -9.8627 5.6354 -5.4187  0.2895
H -9.2808 5.3434 -3.7963  0.3355
H -11.6016 6.3510 -3.0776  0.2920
H -11.4268 4.8264 -3.9732  0.2843
H -12.0531 7.2064 -5.2696  0.3169
H -8.3901 7.1863 -4.5701  0.3106
C 3.0853 6.0845 -4.6033  -0.4335
C 4.2709 7.0008 -4.6585  -0.3719
O 4.3564 7.6899 -5.9233  -0.5071
O 2.9708 5.0381 -5.5479  -0.5226
H 2.1975 6.7145 -4.6576  0.2688
H 3.0841 5.6414 -3.6075  0.3291
H 5.1988 6.4608 -4.4701  0.3088
H 4.2358 7.6950 -3.8189  0.2967
H 5.2881 7.9214 -5.9218  0.3126
H 3.0255 5.4426 -6.4168  0.3188
O 1.2455 -1.9936 5.1221  -0.6375
H 0.9839 -1.1068 5.3698  0.3177
H 0.8810 -2.1153 4.2454  0.3202
O 0.8735 2.8903 5.3555  -0.6163
H 1.3440 3.6018 4.9212  0.3082
H 1.3068 2.7991 6.2042  0.3098
O 1.8324 -9.1342 0.1405  -0.6410
H 2.6393 -8.6403 -0.0052  0.3185
H 1.1329 -8.5299 -0.1080  0.3216
O -14.3869 3.0037 0.4288  -0.6337
H -13.5872 3.5273 0.3769  0.3141
H -15.0829 3.6431 0.5806  0.3194
O -2.6922 -2.4526 2.2537  -0.6504
H -3.4322 -2.1878 2.8000  0.2985
H -2.4253 -1.6499 1.8057  0.3323

Atoms 1-6, force components in eV/Å:
C -0.33 0.23 -0.87
O -0.71 0.01 -0.49
C 2.53 0.37 1.15
C -1.88 -0.05 0.13
N -1.86 -2.39 1.24
C 2.47 1.70 0.42